[1]
Below is a structure of composition C6H4BBr2F12O9P2V, with properties calculated with ωB97M-V with the def2-TZVPD basis set.

**Largest force on an atom**: 0.1121 hartree/bohr
**HOMO (alpha / beta)**: -0.2740 / -0.2740 Eh
**Gap between HOMO and LUMO (alpha / beta)**: 6.737 / 7.318 eV
**LUMO energy (alpha / beta)**: -0.72 / -0.14 eV

The geometry in ORCA input format:
```
! RIJCOSX wB97M-V def2-TZVPD def2/J DEFGRID3
* xyz -1 2
O 21.44283 -31.20536 19.65747
V 20.94496 -29.88300 20.36210
P 21.74857 -30.08235 23.24012
F 20.54131 -29.13775 22.81374
F 22.24389 -28.90883 24.26056
F 20.96158 -30.65895 24.55634
F 23.10283 -30.89129 23.46396
F 21.09235 -31.26276 22.18296
F 22.49302 -29.41986 21.97444
P 20.48131 -27.53809 18.85151
F 21.60102 -27.86119 20.01122
F 20.85272 -29.00565 18.37065
F 19.45083 -28.36726 19.83651
F 19.29562 -27.57365 17.72721
F 20.03652 -26.08324 19.50879
F 21.51345 -26.85744 17.75420
O 18.93859 -30.47307 21.30257
C 17.90301 -30.65302 21.91200
O 16.69583 -30.31634 21.43245
B 15.60059 -30.54113 22.44259
O 16.35097 -31.00328 23.61398
C 17.71331 -31.06291 23.38184
O 18.50618 -31.35448 24.28980
O 14.53446 -31.54326 22.11725
C 13.34381 -31.03044 22.29145
O 12.26712 -31.65001 22.41006
C 13.49725 -29.50774 22.56173
O 14.81601 -29.31070 22.63261
O 12.64169 -28.65267 22.74607
Br 24.20379 -30.17159 19.42071
C 25.70227 -29.04511 20.05544
C 25.21650 -27.60423 20.18813
Br 24.97575 -26.75652 18.43521
H 26.44150 -28.99890 19.25575
H 26.03861 -29.55611 20.95757
H 25.98179 -27.09659 20.77526
H 24.27953 -27.71110 20.73473
*
```

---

[2]
Below is a structure of composition C38H50AsBN2O4S3Ti, with properties calculated with ωB97M-V with the def2-TZVPD basis set.

**Largest force on an atom**: 0.0090 hartree/bohr
**HOMO (alpha / beta)**: -0.3691 / -0.3732 Eh
**Gap between HOMO and LUMO (alpha / beta)**: 6.722 / 6.807 eV
**LUMO energy (alpha / beta)**: -3.32 / -3.35 eV

The geometry in ORCA input format:
```
! RIJCOSX wB97M-V def2-TZVPD def2/J DEFGRID3
* xyz 1 2
Ti 0.18798 1.03078 0.40407
C -0.53479 3.77318 -1.38987
O 0.29879 2.63015 -1.18831
C 1.03662 2.18192 -2.27725
C 0.94682 2.71463 -3.54985
C 1.72044 2.16107 -4.56442
C 2.57129 1.09574 -4.30619
C 2.67057 0.58420 -3.02127
C 1.90393 1.12862 -2.00461
N 1.94053 0.68868 -0.65207
N 3.03740 0.17396 -0.28264
C 3.27356 -0.11869 1.01633
C 2.51329 0.42327 2.07717
O 1.40808 1.08416 1.88082
C 3.01030 0.29712 3.40413
C 4.13838 -0.40446 3.66095
C 4.89767 -1.02945 2.62395
C 6.04911 -1.78513 2.91259
C 6.76705 -2.36969 1.90314
C 6.35068 -2.21131 0.57180
C 5.22840 -1.48112 0.26685
C 4.47962 -0.87179 1.28899
H 0.05673 4.60335 -1.77550
H -0.91732 4.02009 -0.40611
H -1.34847 3.53666 -2.07721
H 0.28400 3.53929 -3.76723
H 1.64839 2.56946 -5.56323
H 3.16367 0.67044 -5.10435
H 3.33548 -0.23467 -2.78362
H 2.44118 0.76546 4.19700
H 4.48334 -0.50494 4.68361
H 6.35820 -1.89826 3.94472
H 7.65089 -2.95144 2.12712
H 6.91887 -2.67261 -0.22545
H 4.90708 -1.36924 -0.75834
C -3.58348 3.80308 1.03972
C -3.64409 2.34253 1.46403
S -2.15627 1.32134 1.64641
C -1.50306 1.56255 3.31119
C -0.89524 2.91659 3.68182
S 0.05424 3.76678 2.37347
C -0.51894 5.47254 2.60111
C -1.78397 5.86596 1.85473
S -3.29819 5.00750 2.36740
H -4.56340 4.04992 0.62708
H -2.85453 3.96032 0.24982
H -4.19738 1.79050 0.70042
H -4.19890 2.22553 2.39620
H -0.75888 0.76871 3.37839
H -2.30118 1.31586 4.01278
H -0.22845 2.76011 4.53026
H -1.68040 3.60345 3.98081
H 0.30982 6.09378 2.25674
H -0.62624 5.64676 3.67141
H -1.66651 5.73287 0.77959
H -1.97803 6.92635 2.02450
C 1.13749 -4.48381 0.90568
C 0.69628 -3.24307 1.65482
C 1.59004 -3.01669 2.86739
O 0.86872 -2.08929 0.78945
B -0.13766 -1.17618 1.06654
O -1.10638 -1.75349 1.86828
C -0.82365 -3.17406 1.98975
C -1.69247 -3.88801 0.96251
C -1.19080 -3.62951 3.38843
H 2.20829 -4.42485 0.70696
H 0.61981 -4.58778 -0.04636
H 0.94989 -5.37730 1.50473
H 2.61332 -2.86364 2.51998
H 1.57593 -3.87456 3.54032
H 1.28071 -2.12843 3.42001
H -1.44622 -3.57312 -0.05333
H -2.73840 -3.64482 1.15426
H -1.57542 -4.96975 1.03087
H -0.69729 -3.02701 4.14797
H -0.91261 -4.67522 3.53288
H -2.26834 -3.53988 3.52895
C -2.98128 -0.98597 -0.91775
As -1.30655 -0.25273 -1.56697
C -0.39991 -1.79520 -2.31709
C -1.93664 0.62147 -3.22900
C -2.71238 -0.28098 -4.13713
C -4.09348 -0.41348 -4.01140
C -4.80433 -1.27117 -4.83729
C -4.14301 -2.01096 -5.80747
C -2.76898 -1.87812 -5.95153
C -2.06208 -1.01859 -5.12441
H -3.35977 -1.73716 -1.60798
H -3.70465 -0.17364 -0.84010
H -2.82023 -1.41176 0.07045
H -1.10083 -2.42501 -2.86145
H 0.07939 -2.35177 -1.51385
H 0.37088 -1.43630 -3.00012
H -1.04191 1.00080 -3.72140
H -2.53831 1.47392 -2.90701
H -4.62009 0.17003 -3.26423
H -5.87766 -1.35666 -4.72802
H -4.69630 -2.67880 -6.45407
H -2.24759 -2.44004 -6.71551
H -0.99021 -0.90985 -5.25034
*
```

---

[3]
Below is a structure of composition C30H51Cl2N2PPdS, with properties calculated with ωB97M-V with the def2-TZVPD basis set.

**Largest force on an atom**: 0.0681 hartree/bohr
**HOMO (alpha / beta)**: -0.1593 / -0.2898 Eh
**Gap between HOMO and LUMO (alpha / beta)**: 4.724 / 4.268 eV
**LUMO energy (alpha / beta)**: 0.39 / -3.62 eV

The geometry in ORCA input format:
```
! RIJCOSX wB97M-V def2-TZVPD def2/J DEFGRID3
* xyz 0 5
P 0.11877 -1.01838 -4.34480
C 1.70524 -0.37794 -5.18692
C 1.96731 -0.74936 -6.64856
C 3.38788 -0.30942 -7.04408
C 3.64362 1.17655 -6.77391
C 3.29024 1.57117 -5.33742
C 1.86984 1.12492 -4.94291
C -1.32256 -0.12907 -5.20700
C -1.23975 0.04067 -6.71842
C -2.57110 0.61937 -7.23693
C -2.94246 1.93192 -6.53671
C -2.91336 1.80906 -5.01067
C -1.59798 1.19604 -4.48969
C -0.02662 -2.69834 -5.14313
C 1.17596 -3.56514 -4.73014
C 1.07566 -4.98751 -5.30146
C -0.25451 -5.66510 -4.95986
C -1.45040 -4.79487 -5.35015
C -1.36489 -3.36732 -4.78360
H 2.44737 -0.90434 -4.55750
H 1.24160 -0.25223 -7.30815
H 1.86671 -1.83173 -6.82004
H 3.55676 -0.53476 -8.10384
H 4.10906 -0.90628 -6.46682
H 4.69705 1.40669 -6.96593
H 3.05098 1.78184 -7.47278
H 3.99981 1.10155 -4.64038
H 3.37181 2.65564 -5.20704
H 1.69719 1.34344 -3.87624
H 1.13369 1.68220 -5.54739
H -2.16111 -0.81010 -4.98111
H -3.36742 -0.12038 -7.06251
H -1.03560 -0.91472 -7.22976
H -0.42782 0.73909 -6.97667
H -2.50520 0.77694 -8.32096
H -3.94173 2.24773 -6.85629
H -2.24301 2.71905 -6.84900
H -3.05472 2.79062 -4.54546
H -3.74163 1.16543 -4.67838
H -1.67492 1.00836 -3.40103
H -0.76604 1.89877 -4.66714
H -0.00231 -2.52863 -6.23484
H 2.12120 -3.10854 -5.06037
H 1.21503 -3.61362 -3.63040
H 1.18819 -4.94297 -6.39347
H 1.91216 -5.58264 -4.92096
H -0.28906 -5.86254 -3.88103
H -0.31931 -6.63342 -5.46690
H -2.38270 -5.25597 -5.01008
H -1.50618 -4.73276 -6.44520
H -2.20822 -2.78057 -5.17663
H -1.47476 -3.38857 -3.68730
Pd 0.01572 -0.19561 -0.21070
Cl -2.13061 -0.28020 -1.16757
Cl 2.08434 0.08157 -1.40558
C -0.59795 1.27818 1.01858
H -1.56171 1.00989 1.43880
C -0.48824 2.70189 0.57665
C -1.12689 3.79498 1.21619
C -1.22829 5.03877 0.54653
C -0.64770 5.24171 -0.71026
C 0.07237 4.17871 -1.26457
C 0.23381 2.96704 -0.57219
H -1.54286 3.67323 2.22043
H -1.79403 5.85819 0.98949
H 0.52408 4.30152 -2.24027
H 0.88124 2.18452 -0.98888
H -0.76365 6.19891 -1.24546
C 1.28504 1.83087 6.51102
C 0.06942 1.55848 5.65882
N 0.47039 1.21897 4.27698
C 0.15365 0.15040 3.52996
S 0.80169 0.48045 1.85285
N -0.33666 -0.97925 4.08339
C -0.06975 -1.53226 5.46198
C -1.26842 -1.88972 6.33696
H 1.90039 0.92552 6.60076
H 0.98153 2.16447 7.51002
H 1.88488 2.63090 6.06238
H -0.58378 0.78127 6.05352
H -0.55401 2.45093 5.57753
H 0.92525 1.96310 3.73885
H -0.75923 -1.63406 3.41391
H 0.54622 -2.43126 5.36071
H 0.58228 -0.83235 5.98782
H -1.85494 -2.71816 5.91473
H -0.88184 -2.24734 7.30861
H -1.92279 -1.02699 6.52661
*
```

---

[4]
Below is a structure of composition C44H37BF5HfN7O2, with properties calculated with ωB97M-V with the def2-TZVPD basis set.

**Largest force on an atom**: 0.0832 hartree/bohr
**HOMO (alpha / beta)**: -0.1466 / -0.1465 Eh
**Gap between HOMO and LUMO (alpha / beta)**: 3.298 / 3.297 eV
**LUMO energy (alpha / beta)**: -0.69 / -0.69 eV

The geometry in ORCA input format:
```
! RIJCOSX wB97M-V def2-TZVPD def2/J DEFGRID3
* xyz 0 1
Hf 0.54088 0.83458 -0.57086
O 0.15518 1.59861 1.15754
C -0.62804 2.36780 2.09802
C -1.63896 3.12499 1.16737
C -2.62331 2.30005 0.37964
C -3.95294 2.68090 0.36089
C -4.93162 2.01439 -0.39078
C -4.43640 0.93378 -1.12484
C -3.02940 0.64644 -1.13825
C -2.65894 -0.52142 -1.97843
C -1.48599 -1.46267 -1.60755
O -0.39285 -0.70759 -1.19195
C -1.89088 -2.59213 -0.57613
C -3.14681 -3.28194 -0.53985
C -3.29447 -4.43655 0.25667
C -2.36171 -4.82450 1.22574
C -1.17385 -4.08996 1.26760
C -0.91100 -3.04922 0.32249
C -1.16387 -2.30322 -2.89340
C 0.11760 -2.80243 -3.14274
C 0.38997 -3.72050 -4.08588
C -0.64401 -4.15001 -4.95099
C -1.90092 -3.52792 -4.82205
C -2.15427 -2.62601 -3.76058
N -2.15683 1.43640 -0.59059
C 0.34074 3.39380 2.78878
C 1.11422 3.06167 3.88070
C 2.23973 3.79860 4.25838
C 2.55706 4.97616 3.61858
C 1.64419 5.44844 2.61707
C 0.61874 4.65376 2.18079
C -1.22256 1.32536 3.05201
C -1.53139 0.01920 2.59781
C -1.73544 -0.99039 3.48845
C -1.88620 -0.73526 4.88538
C -1.97050 0.54681 5.29191
C -1.55693 1.59819 4.38865
H -2.23000 3.93686 1.63770
H -1.04779 3.64534 0.39554
H -4.15611 3.47765 1.09095
H -5.91798 2.47475 -0.54243
H -5.08642 0.34871 -1.82794
H -3.59885 -1.13576 -2.17926
H -2.44996 -0.10769 -3.01127
H -4.05103 -2.94835 -1.01834
H -4.20188 -5.01738 0.11784
H -2.56820 -5.56389 2.03360
H -0.36063 -4.41267 1.92112
H 0.05880 -2.70646 0.26543
H 0.95842 -2.60808 -2.47066
H 1.38434 -4.03886 -4.17324
H -0.50809 -4.90555 -5.72638
H -2.68953 -3.83512 -5.61037
H -3.19537 -2.27419 -3.70463
H 0.79946 2.14632 4.38221
H 2.90758 3.32855 4.96646
H 3.45743 5.56681 3.86229
H 1.82818 6.40803 2.10852
H 0.08383 5.01480 1.27227
H -1.59463 -0.19456 1.54291
H -1.77831 -2.01341 3.11594
H -1.94398 -1.57499 5.57786
H -2.08745 0.80955 6.32939
H -1.48213 2.61452 4.74872
C 2.47472 -0.15381 2.01561
C 2.20042 -0.99789 0.89379
N 2.37683 -0.34523 -0.23142
N 2.65678 1.06771 0.10480
C 2.76635 1.09160 1.47173
B 3.23874 2.07020 -0.95466
N 2.08978 3.23051 -0.92420
C 2.30605 4.51146 -1.30957
C 1.16879 5.02735 -1.94706
C 0.30422 3.95575 -2.04132
N 0.73775 2.86106 -1.41153
N 3.23810 1.32372 -2.30249
C 4.17443 1.27407 -3.28347
C 3.51033 0.82404 -4.44714
C 2.16505 0.64231 -4.04985
N 1.95213 1.01546 -2.78934
H 2.30747 -0.46194 3.02053
H 1.96457 -2.07376 0.91557
H 2.95892 2.03188 2.04853
H 4.33300 2.58972 -0.71222
H 3.21556 5.04370 -0.97329
H 1.04928 6.05293 -2.29296
H -0.65402 3.89255 -2.71401
H 5.21318 1.50843 -3.17101
H 4.02104 0.54283 -5.37658
H 1.31946 0.28013 -4.64113
F 2.29092 -4.83614 -0.05036
C 2.82643 -5.67425 0.87028
F 1.82258 -6.38803 1.51312
C 3.79375 -6.62775 0.14452
F 4.96476 -5.97084 -0.14463
F 4.09518 -7.67624 0.85902
F 3.34955 -7.00472 -1.11308
*
```

---

Question: The highest largest force on an atom belongs to which entry?
Answer: C6H4BBr2F12O9P2V

---

Question: Among the records above, which one has the highest largest force on an atom?
Answer: C6H4BBr2F12O9P2V